No. 1
Here is the ion C4H11N3O with charge +2 in a non-equilibrium geometry from the Open Molecules 2025 dataset. Energies are from wB97M-V/def2-TZVPD.

Computed properties:
- structure (SMILES) = C=[NH+]C(=O)CN(C)[NH3+]
- energy above the lowest of the compared OMol25 structures with the same formula, charge and spin (kJ/mol) = 253.8
- E_HOMO (eV) = -18.82
- total charge = +2
- frontier orbital gap (eV) = 10.0
- strongest force on any atom (eV/Å) = 5.152

Each line ends with the Mulliken charge.
Atoms and positions in Å:
C 0.179 -2.627 -1.029  -0.1281
N 0.621 -2.465 0.112  0.1110
C 0.039 -1.284 0.834  0.3447
O -1.102 -1.341 1.133  -0.3807
C 0.669 0.080 0.599  -0.7372
N -0.287 0.922 -0.163  -0.0806
C 0.422 1.938 -0.907  -0.9956
N -1.296 1.463 0.766  -0.1914
H -0.384 -1.853 -1.640  0.2886
H 0.415 -3.591 -1.560  0.3049
H 1.128 -3.213 0.603  0.3401
H 0.740 0.450 1.551  0.4633
H 1.752 0.151 0.169  0.4858
H -0.403 2.507 -1.554  0.3360
H 0.849 2.682 -0.230  0.4334
H 1.106 1.409 -1.548  0.4102
H -1.783 2.110 0.185  0.3450
H -0.877 1.965 1.495  0.3505
H -1.789 0.697 1.183  0.3002

***

No. 2
Here is an isolated molecule of C3H5N3 in a non-equilibrium geometry from the Open Molecules 2025 dataset. Energies are from wB97M-V/def2-TZVPD.

Computed properties:
- structure (SMILES) = Nc1ccn[nH]1
- energy above the lowest of the compared OMol25 structures with the same formula, charge and spin (kJ/mol) = 291.1
- E_HOMO (eV) = -8.54
- frontier orbital gap (eV) = 9.3
- strongest force on any atom (eV/Å) = 7.050

Each line ends with the Mulliken charge.
Atoms and positions in Å:
N -1.807 0.021 0.070  -0.5792
C -0.467 0.083 0.208  0.1962
C 0.425 -0.935 -0.088  -0.5217
C 1.642 -0.212 -0.192  -0.2379
N 1.509 1.080 0.026  -0.7348
N 0.181 1.236 0.318  0.2435
H -2.678 -0.329 0.443  0.2562
H -1.518 -0.610 -0.973  0.3405
H 0.333 -1.956 0.270  0.3396
H 2.635 -0.583 -0.410  0.4345
H -0.217 2.162 0.334  0.2631

***

No. 3
Here is an isolated molecule of C3H6N2OS in a non-equilibrium geometry from the Open Molecules 2025 dataset. Energies are from wB97M-V/def2-TZVPD.

Computed properties:
- structure (SMILES) = C=NSC(=O)CN
- energy above the lowest of the compared OMol25 structures with the same formula, charge and spin (kJ/mol) = 337.5
- E_HOMO (eV) = -8.90
- frontier orbital gap (eV) = 9.3
- strongest force on any atom (eV/Å) = 5.414

Each line ends with the Mulliken charge.
Atoms and positions in Å:
C 2.826 0.794 -0.063  -0.1932
N 2.702 -0.451 0.059  -0.3656
S 1.242 -1.336 -0.109  0.0642
C -0.089 0.011 -0.055  0.5768
O 0.006 1.224 0.065  -0.5402
C -1.375 -0.779 0.225  -0.6357
N -2.571 0.002 -0.120  -0.5755
H 3.769 1.161 0.350  0.3061
H 1.875 1.401 -0.479  0.2129
H -1.557 -1.218 1.297  0.3007
H -1.531 -1.729 -0.292  0.3906
H -2.526 0.833 0.302  0.2193
H -2.770 0.088 -1.180  0.2398

***

No. 4
Here is a structure of composition C6H8EuN2O5 in a non-equilibrium geometry from the Open Molecules 2025 dataset. Energies are from wB97M-V/def2-TZVPD.

Computed properties:
- multiplicity = 8
- E_HOMO (spin up / spin down) (eV) = -16.62 / -16.64
- total charge = +2
- frontier orbital gap (spin up / spin down) (eV) = 8.2 / 8.3
- strongest force on any atom (eV/Å) = 5.181

Each line ends with the Mulliken charge.
Atoms and positions in Å:
Eu -0.277 -0.182 -1.916  1.2735
C -0.213 2.132 -0.691  0.1675
O -0.185 3.133 -0.122  -0.1187
C -0.214 2.047 -3.348  0.1905
O -0.172 3.127 -3.744  -0.0966
C -2.642 0.910 -1.570  0.1900
O -3.592 1.481 -1.263  -0.0748
C 2.183 0.795 -1.832  0.2221
O 3.195 1.292 -1.605  -0.0952
H -0.278 -2.214 -3.359  0.0707
H -0.282 -1.675 -3.913  0.0914
C -0.888 -2.191 2.491  -0.7867
N 0.200 -1.230 2.546  -0.2089
C 0.586 -0.469 1.515  0.7580
N 1.594 0.409 1.759  -0.3238
O 0.061 -0.577 0.355  -0.6842
H -1.407 -2.136 1.528  0.2517
H -1.586 -1.984 3.308  0.3135
H -0.498 -3.202 2.647  0.3078
H 0.678 -1.081 3.427  0.1975
H 1.811 1.122 1.076  0.1544
H 1.928 0.493 2.711  0.2003

***

No. 5
Here is the ion C4H9N2O with charge +1 in a non-equilibrium geometry from the Open Molecules 2025 dataset. Energies are from wB97M-V/def2-TZVPD.

Computed properties:
- structure (SMILES) = CC(C)=N[N+](C)=O
- energy above the lowest of the compared OMol25 structures with the same formula, charge and spin (kJ/mol) = 704.8
- E_HOMO (eV) = -15.52
- total charge = +1
- frontier orbital gap (eV) = 8.8
- strongest force on any atom (eV/Å) = 8.537

Each line ends with the Mulliken charge.
Atoms and positions in Å:
C 2.143 0.857 -0.231  -1.2485
C 1.086 -0.113 0.103  0.8319
C 1.129 -1.493 0.106  -1.0146
N -0.403 0.654 0.142  -0.5650
N -1.402 -0.029 0.180  1.0156
C -2.594 0.768 0.013  -0.7128
O -1.527 -1.265 0.335  -0.6120
H 1.758 1.900 -0.011  0.3617
H 2.371 0.988 -1.323  0.3667
H 3.016 0.556 0.092  0.4495
H 1.880 -1.927 -0.472  0.3741
H 0.133 -1.836 -0.042  0.4608
H 1.317 -1.923 1.103  0.3660
H -3.169 0.760 -1.003  0.3021
H -2.341 1.775 0.284  0.3442
H -3.397 0.329 0.723  0.2803

***

No. 6
Here is a structure of composition C25H33BF5IN6SiW from the Open Molecules 2025 dataset. Energies are from wB97M-V/def2-TZVPD.

Computed properties:
- energy above the lowest of the compared OMol25 structures with the same formula, charge and spin (kJ/mol) = 427.1
- multiplicity = 3
- E_HOMO (spin up / spin down) (eV) = -7.56 / -7.59
- frontier orbital gap (spin up / spin down) (eV) = 7.0 / 6.6
- strongest force on any atom (eV/Å) = 0.930

Each line ends with the Mulliken charge.
Atoms and positions in Å:
W 0.731 0.203 -0.524  1.0360
C -0.968 -3.407 -0.275  -1.0811
C -0.876 -2.387 0.804  0.0981
C -1.532 -2.368 2.050  -1.0505
C -1.033 -1.306 2.746  0.7064
C -1.385 -0.792 4.095  -1.6215
N -0.056 -0.751 1.965  0.8609
N -0.025 -1.390 0.733  0.0916
B 1.088 -0.007 2.451  0.1798
N 2.373 -0.256 1.805  0.8702
N 2.419 -0.689 0.500  -0.0402
C 3.616 -1.188 0.304  0.6212
C 3.992 -1.932 -0.927  -1.3612
C 4.391 -1.015 1.474  -1.2530
C 3.586 -0.412 2.392  0.7799
C 3.865 -0.015 3.804  -1.3703
N 1.048 2.056 0.681  0.9706
N 0.625 2.260 -0.601  0.0179
C 0.783 3.526 -0.959  0.3096
C 0.471 4.036 -2.326  -1.3079
C 1.313 4.187 0.143  -1.4256
C 1.474 3.225 1.145  0.5481
C 1.939 3.414 2.554  -1.1141
H -1.368 -4.333 0.136  0.4589
H 0.020 -3.595 -0.695  0.2234
H -1.625 -3.083 -1.081  0.0579
H -2.308 -3.048 2.378  0.5139
H -2.309 -1.263 4.427  0.4463
H -1.540 0.285 4.053  0.2409
H -0.603 -1.007 4.826  0.3260
H 1.040 0.507 3.518  -0.0148
H 3.122 -2.123 -1.545  0.0708
H 4.447 -2.881 -0.633  0.4243
H 4.712 -1.374 -1.522  0.3371
H 5.419 -1.315 1.619  0.5356
H 4.910 -0.209 4.032  0.3938
H 3.249 -0.575 4.508  0.2959
H 3.668 1.046 3.964  0.2510
H 1.211 3.674 -3.041  0.2022
H 0.489 5.126 -2.326  0.4224
H -0.510 3.704 -2.658  0.2676
H 1.547 5.241 0.210  0.4713
H 2.245 4.447 2.709  0.4397
H 2.788 2.768 2.786  0.0642
H 1.131 3.190 3.254  0.1838
C -0.863 0.888 -3.581  -1.1883
Si -0.591 -0.645 -2.521  0.3920
C 0.361 -1.863 -3.612  -1.2282
C -2.369 -1.315 -2.452  0.1473
C -3.185 -1.326 -1.314  0.6335
C -4.491 -1.810 -1.356  -0.7966
C -5.014 -2.293 -2.548  -0.6442
C -4.231 -2.270 -3.698  -0.7778
C -2.929 -1.786 -3.645  -0.9276
H 0.054 1.183 -4.101  0.3886
H -1.193 1.725 -2.961  -0.0314
H -1.649 0.693 -4.319  0.4917
H 0.794 -1.322 -4.461  0.3511
H -0.301 -2.646 -3.998  0.4627
H 1.187 -2.353 -3.087  0.1422
H -2.813 -0.938 -0.377  0.3518
H -5.098 -1.796 -0.456  0.4574
H -6.027 -2.680 -2.586  0.3616
H -4.640 -2.622 -4.638  0.4012
H -2.338 -1.774 -4.559  0.3723
F -2.861 0.414 1.836  -0.1978
C -2.723 1.351 0.803  -1.2882
F -1.417 0.824 0.136  0.0722
C -2.126 2.540 1.545  1.1309
F -3.083 3.105 2.294  -0.3184
F -1.093 2.257 2.420  -0.2573
F -1.649 3.458 0.703  -0.2736
I 2.717 0.828 -2.420  -0.3039

***

- What is the formula in the fourth record?
  C6H8EuN2O5